# 1
Molecular formula: C27H52HfP2Si
Method: DFT, wB97M-V/def2-TZVPD

ORCA input file:
```
! RIJCOSX wB97M-V def2-TZVPD def2/J DEFGRID3
* xyz 2 1
Hf -0.47526 -0.11609 -0.01134
P -1.48440 2.20755 0.19018
P -0.88577 0.77640 -2.37187
Si -3.17087 -2.40559 1.08208
C 0.55943 -1.85375 3.03371
C -4.16749 4.83278 -3.27072
C -0.66030 3.82783 0.18952
C 1.50458 1.11638 2.71213
C -1.83461 5.75900 -3.04736
C -2.93896 2.58140 1.19711
C -4.01966 4.46646 -4.77446
C 0.19444 1.79159 -3.40558
C -1.66588 6.18813 -4.47160
C 1.37735 0.13983 1.59434
C 1.20954 -1.91194 0.51994
C -2.91315 5.15485 -2.52614
C -2.95524 3.46032 -5.07097
C -1.97355 2.10911 -1.61420
C 2.42937 -1.33603 -1.70100
C -2.38230 -4.02875 1.61568
C -1.86480 -0.03450 -3.66677
C -2.08570 -1.57169 -0.24422
C -1.07808 5.11230 -5.43029
C -4.89706 -2.71578 0.41255
C 1.11581 -3.37927 0.31537
C 0.93921 -1.22566 1.74433
C 2.86741 1.38182 -0.12948
C 1.78555 -0.97234 -0.40651
C -3.32810 -1.37193 2.64970
C -1.67939 3.74610 -5.37298
C 1.96533 0.27411 0.28897
H -0.43479 2.45768 -4.00755
H -0.92053 7.00275 -4.45545
H -3.09526 -4.58224 2.23478
H -2.53474 -0.79487 -3.25214
H 0.77804 1.14941 -4.07896
H -2.13508 -4.66939 0.75988
H 2.56094 -0.45778 -2.34766
H 0.30992 3.79752 -0.32837
H -0.47038 4.12998 1.23065
H -2.44562 0.72479 -4.22164
H 1.82550 -2.06904 -2.25339
H -5.52653 -3.22884 1.15135
H -2.84453 -1.11012 -0.92728
H -4.87957 5.67842 -3.20666
H -4.89871 -3.34323 -0.48633
H 0.23633 -1.10232 3.76372
H -4.66760 3.98280 -2.77708
H -2.57935 2.96897 2.16139
H 1.61759 2.14453 2.34534
H 0.62353 1.09229 3.36580
H -1.47099 -3.88657 2.21253
H 1.77792 -3.92663 1.00899
H 3.42360 -1.78745 -1.52921
H -3.53773 3.34728 0.66761
H -3.31784 2.42705 -5.13723
H -1.14333 5.50901 -6.46049
H 1.40470 -2.41277 3.48385
H 1.39748 -3.66094 -0.70829
H -3.88863 -1.95452 3.39573
H -2.35059 -1.11746 3.08815
H -2.97064 4.98535 -1.44414
H -0.27011 -2.55991 2.91252
H 0.09487 -3.75064 0.47796
H -1.30934 4.56777 -0.30773
H 3.88973 1.23190 0.26635
H -1.74775 3.06783 -2.09899
H -5.41003 -1.78339 0.15923
H -3.94395 5.38135 -5.38117
H -2.57286 6.62833 -4.91629
H -0.00142 5.03596 -5.20709
H -1.15938 -0.54599 -4.33616
H 2.50980 2.34778 0.24942
H 0.90373 2.40524 -2.83603
H -1.00795 6.06358 -2.39371
H -3.05185 1.89165 -1.74696
H -3.54625 1.69208 1.39607
H -1.02420 2.94950 -5.74274
H -4.97522 3.99517 -5.06320
H -1.67159 -2.41543 -0.85535
H -3.88093 -0.44187 2.46789
H 2.94506 1.45132 -1.22272
H 2.38595 0.87700 3.33560
*
```

Its total energy is -56591.1142 eV. As for the highest occupied orbital energy: -13.951 eV. The calculation puts the energy above the lowest of the compared OMol25 structures with the same formula, charge and spin at 0.0 kcal per mole. For the HOMO-LUMO gap, the calculation gives 0.2451 hartree.

For reference, the Löwdin charges in units of e are: number 1, Hf, carries 1.391; number 2, P, carries 0.751; number 3, P, carries 0.769; number 4, Si, carries 0.423; number 5, C, carries -0.007; number 6, C, carries -0.175; number 7, C, carries -0.225; number 8, C, carries -0.028; number 9, C, carries -0.098; number 10, C, carries -0.223; number 11, C, carries -0.183; number 12, C, carries -0.236; number 13, C, carries -0.183; number 14, C, carries -0.328; number 15, C, carries -0.285; number 16, C, carries -0.153; number 17, C, carries -0.109; number 18, C, carries -0.458; number 19, C, carries -0.028; number 20, C, carries -0.177; number 21, C, carries -0.212; number 22, C, carries -0.408; number 23, C, carries -0.168; number 24, C, carries -0.178; number 25, C, carries -0.001; number 26, C, carries -0.287; number 27, C, carries -0.014; number 28, C, carries -0.330; number 29, C, carries -0.180; number 30, C, carries -0.142; number 31, C, carries -0.315; number 32, H, carries 0.010; number 33, H, carries 0.120; number 34, H, carries 0.049; number 35, H, carries 0.047; number 36, H, carries 0.071; number 37, H, carries 0.042; number 38, H, carries 0.075; number 39, H, carries 0.055; number 40, H, carries 0.068; number 41, H, carries 0.048; number 42, H, carries 0.086; number 43, H, carries 0.047; number 44, H, carries 0.000; number 45, H, carries 0.133; number 46, H, carries 0.041; number 47, H, carries 0.086; number 48, H, carries 0.105; number 49, H, carries 0.071; number 50, H, carries 0.078; number 51, H, carries 0.083; number 52, H, carries 0.008; number 53, H, carries 0.117; number 54, H, carries 0.117; number 55, H, carries 0.073; number 56, H, carries 0.095; number 57, H, carries 0.133; number 58, H, carries 0.123; number 59, H, carries 0.090; number 60, H, carries 0.053; number 61, H, carries 0.015; number 62, H, carries 0.081; number 63, H, carries 0.057; number 64, H, carries 0.064; number 65, H, carries 0.041; number 66, H, carries 0.120; number 67, H, carries 0.029; number 68, H, carries 0.032; number 69, H, carries 0.112; number 70, H, carries 0.112; number 71, H, carries 0.113; number 72, H, carries 0.071; number 73, H, carries 0.075; number 74, H, carries 0.056; number 75, H, carries 0.108; number 76, H, carries 0.087; number 77, H, carries 0.038; number 78, H, carries 0.102; number 79, H, carries 0.121; number 80, H, carries 0.032; number 81, H, carries 0.015; number 82, H, carries 0.078; number 83, H, carries 0.117

***

# 2
Molecular formula: C32H46N5P2S2V
Method: DFT, wB97M-V/def2-TZVPD

ORCA input file:
```
! RIJCOSX wB97M-V def2-TZVPD def2/J DEFGRID3
* xyz 1 4
V 0.00678 -0.86780 0.08468
S 0.08487 -1.41844 4.74795
S 0.27158 -5.61056 -0.11200
P -2.40077 -0.51462 -0.54943
P 2.37580 -0.48011 -0.29117
N 0.05092 -3.07477 0.16541
N -0.04349 1.19553 -0.00221
N 0.02033 -3.77805 -2.07125
N 0.23104 0.77692 3.17976
N 0.13362 -1.32503 2.18638
C 1.12532 1.96148 -0.21139
C 3.71176 -1.24514 0.71328
C -2.52340 3.51092 1.61225
C -4.43354 0.10265 -2.42475
C 3.85965 -0.07952 -2.74355
C 5.11446 -1.33424 0.11866
C -5.02570 3.38663 1.94222
C 0.13487 -0.55928 3.25833
C 0.08166 -2.91065 3.87483
C 2.38979 1.33095 -0.18725
C -2.94408 -0.20336 -2.28746
C -1.31831 3.01065 1.14378
C -3.69854 -1.54926 0.22062
C 3.53229 3.45892 -0.52558
C 3.55327 2.09300 -0.31813
C -2.12328 0.93477 -2.89385
C -3.72722 2.84771 1.41389
C 0.16180 -3.62440 1.44296
C -1.24568 1.80565 0.42985
C 2.69100 -0.80599 -2.08064
C -3.66084 1.64073 0.73165
C -3.42127 -1.75202 1.70757
C 0.12464 -2.66714 2.55125
C 2.27724 4.05015 -0.67154
C -3.75686 -2.89509 -0.50525
C 4.79114 4.26793 -0.65310
C 1.41153 -0.46655 -2.84241
C 0.30537 -4.96376 1.48500
C 0.09077 -4.02441 -0.73604
C 1.10873 3.32896 -0.53080
C 3.74679 -0.58839 2.09444
C -2.46683 1.11266 0.25086
H 0.50502 -0.91499 -2.40610
H -0.14283 -4.54596 -2.69979
H 2.75560 -0.50224 2.54527
H -1.05090 0.80381 -2.76842
H -2.80272 -3.42122 -0.40770
H -4.66829 0.32842 -3.46641
H -4.27446 -2.24190 2.17905
H 4.82140 5.07757 0.07698
H -2.33740 1.01853 -3.96023
H 5.76223 -1.88114 0.80556
H -0.42038 3.57200 1.35513
H 1.24953 0.61280 -2.86287
H 0.43325 -5.60404 2.33953
H -4.66171 -1.04468 0.09833
H -3.98208 -2.79656 -1.56794
H -2.55030 -2.39863 1.84887
H 1.46698 -0.82018 -3.87372
H 4.37286 -1.17994 2.76331
H -4.96955 4.46263 2.10152
H 3.33457 -2.26802 0.84422
H 4.51380 1.59077 -0.28599
H -4.57832 1.08187 0.58008
H -2.71910 -1.13014 -2.83090
H 4.87297 4.72200 -1.64178
H 0.04153 -3.85742 4.38309
H 4.81654 -0.26272 -2.26215
H 0.16545 3.83110 -0.68354
H 5.67564 3.65092 -0.49768
H 2.84711 -1.89127 -2.13519
H -5.29170 2.93053 2.89795
H -5.07207 -0.72534 -2.11815
H 4.16486 0.41676 2.03784
H 3.68444 0.99671 -2.74578
H 3.94613 -0.40170 -3.78332
H -0.38670 -2.89730 -2.34783
H -3.24012 -0.81406 2.23284
H 0.17147 1.17962 2.25349
H -5.84666 3.19606 1.25072
H -4.70463 0.98158 -1.83615
H 5.13777 -1.85605 -0.83688
H -4.52826 -3.52862 -0.06530
H 0.03283 1.35992 3.97263
H 2.21013 5.10535 -0.90898
H 5.55419 -0.34648 -0.02046
H -2.38849 1.88332 -2.42308
H -2.51682 4.45063 2.15212
*
```

Its total energy is -107316.0675 eV. As for the highest occupied orbital energy (spin up / spin down): -9.018 / -9.310 eV. The calculation puts the energy above the lowest of the compared OMol25 structures with the same formula, charge and spin at 0.0 kcal per mole. For the HOMO-LUMO gap (spin up / spin down), the calculation gives 0.2542 / 0.2649 hartree.

For reference, the Löwdin charges in units of e are: number 1, V, carries 0.491; number 2, S, carries 1.100; number 3, S, carries 1.103; number 4, P, carries 1.044; number 5, P, carries 1.042; number 6, N, carries -0.009; number 7, N, carries -0.112; number 8, N, carries 0.122; number 9, N, carries 0.155; number 10, N, carries -0.012; number 11, C, carries -0.296; number 12, C, carries -0.528; number 13, C, carries -0.028; number 14, C, carries -0.100; number 15, C, carries -0.094; number 16, C, carries -0.105; number 17, C, carries -0.047; number 18, C, carries -0.689; number 19, C, carries -0.322; number 20, C, carries -0.285; number 21, C, carries -0.533; number 22, C, carries -0.048; number 23, C, carries -0.551; number 24, C, carries -0.277; number 25, C, carries -0.064; number 26, C, carries -0.105; number 27, C, carries -0.274; number 28, C, carries -0.329; number 29, C, carries -0.316; number 30, C, carries -0.516; number 31, C, carries -0.054; number 32, C, carries -0.097; number 33, C, carries -0.345; number 34, C, carries -0.025; number 35, C, carries -0.105; number 36, C, carries -0.047; number 37, C, carries -0.132; number 38, C, carries -0.322; number 39, C, carries -0.701; number 40, C, carries -0.032; number 41, C, carries -0.102; number 42, C, carries -0.299; number 43, H, carries 0.020; number 44, H, carries 0.104; number 45, H, carries 0.051; number 46, H, carries 0.041; number 47, H, carries 0.061; number 48, H, carries 0.087; number 49, H, carries 0.089; number 50, H, carries 0.083; number 51, H, carries 0.088; number 52, H, carries 0.085; number 53, H, carries 0.106; number 54, H, carries 0.083; number 55, H, carries 0.085; number 56, H, carries 0.098; number 57, H, carries 0.068; number 58, H, carries 0.063; number 59, H, carries 0.094; number 60, H, carries 0.086; number 61, H, carries 0.078; number 62, H, carries 0.101; number 63, H, carries 0.101; number 64, H, carries 0.109; number 65, H, carries 0.098; number 66, H, carries 0.084; number 67, H, carries 0.083; number 68, H, carries 0.057; number 69, H, carries 0.109; number 70, H, carries 0.075; number 71, H, carries 0.112; number 72, H, carries 0.084; number 73, H, carries 0.068; number 74, H, carries 0.079; number 75, H, carries 0.079; number 76, H, carries 0.087; number 77, H, carries 0.079; number 78, H, carries 0.073; number 79, H, carries 0.071; number 80, H, carries 0.080; number 81, H, carries 0.077; number 82, H, carries 0.069; number 83, H, carries 0.089; number 84, H, carries 0.114; number 85, H, carries 0.121; number 86, H, carries 0.070; number 87, H, carries 0.087; number 88, H, carries 0.118